Record 1
Density functional theory data (ωB97M-V/def2-TZVPD) for C9H9NO5 in the gas phase in a non-equilibrium geometry.

Structure (ORCA input):
```
! RIJCOSX wB97M-V def2-TZVPD def2/J DEFGRID3
* xyz 0 1
C -0.621 1.058 1.120
C 1.480 1.264 -1.013
C 1.302 -1.074 -0.480
C -2.390 0.291 -0.493
C 0.412 2.237 1.081
C 1.722 1.675 0.544
C 0.336 -2.254 -0.773
C -0.876 -1.947 0.082
C -1.938 -1.159 -0.634
N 0.977 0.034 -1.149
O -1.552 1.165 0.107
O -0.676 0.300 2.063
O 1.580 2.136 -1.839
O 2.144 -1.352 0.371
O -3.361 0.710 -1.012
H -0.107 3.151 0.605
H 0.647 2.605 2.082
H 1.920 0.641 1.022
H 2.445 2.351 0.763
H 0.040 -2.460 -1.836
H 0.842 -3.155 -0.447
H -1.286 -2.947 0.044
H -0.538 -1.444 1.058
H -2.501 -1.826 -1.267
*
```

Properties
* maximum force: 4.953 eV/Å
* Kohn-Sham gap (alpha / beta): 0.3369 / 0.1863 hartree
* LUMO (alpha / beta): -1.3341 / -4.0614 eV

***

Record 2
Density functional theory data (ωB97M-V/def2-TZVPD) for C9H9NOS in the gas phase in a non-equilibrium geometry.

Structure (ORCA input):
```
! RIJCOSX wB97M-V def2-TZVPD def2/J DEFGRID3
* xyz 0 1
C 3.874 -1.059 -0.030
O 3.234 0.212 -0.412
C 1.824 0.170 -0.086
C 1.329 1.502 0.196
C 0.022 1.871 0.063
C -0.811 0.889 -0.289
N -2.194 1.165 -0.232
C -2.827 0.110 -0.317
C -4.268 -0.139 -0.068
S -1.769 -1.408 -0.008
C -0.445 -0.427 -0.011
C 0.839 -1.007 0.056
H 3.414 -1.693 -0.826
H 5.022 -1.029 -0.317
H 3.848 -1.284 1.200
H 2.070 2.317 0.361
H -0.291 2.849 0.333
H -4.841 0.791 0.398
H -4.216 -1.053 0.799
H -4.892 -0.770 -0.809
H 1.077 -2.006 -0.003
*
```

Properties
* maximum force: 7.924 eV/Å
* Kohn-Sham gap: 0.3251 hartree
* SMILES: COc1ccc2nc(C)sc2c1
* LUMO: 0.6574 eV

***

Record 3
Density functional theory data (ωB97M-V/def2-TZVPD) for C9H9NS in the gas phase in a non-equilibrium geometry.

Structure (ORCA input):
```
! RIJCOSX wB97M-V def2-TZVPD def2/J DEFGRID3
* xyz 0 1
C 1.412 -2.692 -1.005
C 2.348 -1.892 -0.294
C 0.123 -2.282 -1.153
C 2.012 -0.732 0.218
C -1.751 -0.895 -0.384
C -0.374 -1.073 -0.545
C 0.706 -0.224 -0.014
C -0.655 1.618 0.634
C -1.097 3.030 0.652
N 0.425 1.103 0.267
S -2.250 0.473 0.685
H 1.856 -3.577 -1.512
H 3.321 -2.199 -0.233
H -0.619 -2.926 -1.628
H 2.577 0.113 0.704
H -2.372 -1.313 -1.252
H -0.506 3.806 1.213
H -2.149 3.129 1.132
H -1.208 3.334 -0.419
H -1.752 -0.095 1.961
*
```

Properties
* maximum force: 5.217 eV/Å
* Kohn-Sham gap: 0.2625 hartree
* LUMO: 0.3515 eV

***

Record 4
Density functional theory data (ωB97M-V/def2-TZVPD) for a molecular structure, CAlO3Sn2 in a non-equilibrium geometry.

Structure (ORCA input):
```
! RIJCOSX wB97M-V def2-TZVPD def2/J DEFGRID3
* xyz 5 1
Sn -3.171 -2.188 -0.259
Sn 3.540 -0.420 0.678
Al 0.098 -0.048 1.088
C 0.690 1.180 -1.064
O -2.407 0.431 0.583
O -0.145 -1.333 -0.666
O 1.395 2.377 -0.360
*
```

Properties
* maximum force: 13.708 eV/Å
* Kohn-Sham gap: 0.2181 hartree
* LUMO: -25.2627 eV

***

Record 5
Density functional theory data (ωB97M-V/def2-TZVPD) for a molecular structure, CBr2F2N2O2 in a non-equilibrium geometry.

Structure (ORCA input):
```
! RIJCOSX wB97M-V def2-TZVPD def2/J DEFGRID3
* xyz 0 1
C -0.234 -0.110 -0.034
N 0.224 1.177 -0.860
N 0.658 -0.797 0.810
O 1.346 1.597 -0.654
O -0.600 1.539 -1.691
F 1.503 -1.498 -0.093
F 0.146 -1.833 1.546
Br -1.465 0.980 1.989
Br -1.578 -1.055 -1.013
*
```

Properties
* maximum force: 4.123 eV/Å
* Kohn-Sham gap (alpha / beta): 0.2714 / 0.2768 hartree
* LUMO (alpha / beta): -3.4908 / -3.4372 eV

***

Record 6
Density functional theory data (ωB97M-V/def2-TZVPD) for a molecular structure, CBr2F4Si in a non-equilibrium geometry.

Structure (ORCA input):
```
! RIJCOSX wB97M-V def2-TZVPD def2/J DEFGRID3
* xyz 0 1
C 1.223 -0.334 0.270
F 1.391 -0.592 1.620
F 1.838 0.729 -0.233
F 1.786 -1.440 -0.407
F -1.107 -0.059 -1.847
Si -1.160 0.199 -0.292
Br -1.277 2.330 0.073
Br -2.694 -0.833 0.816
*
```

Properties
* maximum force: 3.605 eV/Å
* Kohn-Sham gap: 0.3676 hartree
* LUMO: -0.3922 eV

***

Record 7
Density functional theory data (ωB97M-V/def2-TZVPD) for CBr2N2 in the gas phase in a non-equilibrium geometry.

Structure (ORCA input):
```
! RIJCOSX wB97M-V def2-TZVPD def2/J DEFGRID3
* xyz 0 1
Br 0.288 1.851 -1.972
N -0.148 1.326 -0.277
C -0.083 0.176 0.154
N -0.364 -0.895 0.644
Br 0.307 -2.458 1.451
*
```

Properties
* maximum force: 1.854 eV/Å
* Kohn-Sham gap: 0.3121 hartree
* SMILES: BrN=C=NBr
* LUMO: -1.0110 eV

***

Record 8
Density functional theory data (ωB97M-V/def2-TZVPD) for a molecular structure, CBrCl2NO2 in a non-equilibrium geometry.

Structure (ORCA input):
```
! RIJCOSX wB97M-V def2-TZVPD def2/J DEFGRID3
* xyz 0 1
C 0.312 0.399 0.121
N -0.767 -0.696 -0.036
O -1.778 -0.461 0.554
O -0.532 -1.561 -0.833
Cl -0.041 1.592 1.301
Cl 0.675 1.246 -1.505
Br 2.131 -0.518 0.398
*
```

Properties
* maximum force: 3.536 eV/Å
* Kohn-Sham gap: 0.3602 hartree
* LUMO: -1.1768 eV

***

Record 9
Density functional theory data (ωB97M-V/def2-TZVPD) for a gas-phase ion, CBrClFO2S (charge -1) in a non-equilibrium geometry.

Structure (ORCA input):
```
! RIJCOSX wB97M-V def2-TZVPD def2/J DEFGRID3
* xyz -1 1
C 1.648 -1.164 0.457
O -1.980 1.386 1.108
O -2.656 0.307 -0.895
F 2.177 -1.794 -0.638
S -1.687 1.162 -0.293
Cl -0.131 -0.740 -0.107
Br 2.628 0.843 0.369
*
```

Properties
* maximum force: 1.855 eV/Å
* Kohn-Sham gap: 0.2788 hartree
* LUMO: 3.1208 eV

***

Record 10
Density functional theory data (ωB97M-V/def2-TZVPD) for CBrF2NO2 in the gas phase in a non-equilibrium geometry.

Structure (ORCA input):
```
! RIJCOSX wB97M-V def2-TZVPD def2/J DEFGRID3
* xyz 0 1
O 0.782 -0.923 -1.092
N 0.395 -0.644 -0.012
O 0.699 -1.092 1.037
C -0.614 0.546 -0.034
F -0.329 1.341 -1.068
F -0.472 1.219 1.079
Br -2.380 -0.289 0.008
*
```

Properties
* maximum force: 2.250 eV/Å
* Kohn-Sham gap: 0.4109 hartree
* SMILES: O=[N+]([O-])C(F)(F)Br
* LUMO: -0.4982 eV

***

Record 11
Density functional theory data (ωB97M-V/def2-TZVPD) for CBrN3S in the gas phase in a non-equilibrium geometry.

Structure (ORCA input):
```
! RIJCOSX wB97M-V def2-TZVPD def2/J DEFGRID3
* xyz 0 1
C 0.492 0.557 -0.560
N -0.179 0.952 0.389
N -0.888 0.172 1.209
N -0.862 -1.062 1.007
S -0.046 -1.795 -0.126
Br 1.483 1.175 -1.919
*
```

Properties
* maximum force: 3.314 eV/Å
* Kohn-Sham gap: 0.3115 hartree
* LUMO: -1.0337 eV

***

Record 12
Density functional theory data (ωB97M-V/def2-TZVPD) for a molecular structure, CBrNO3 in a non-equilibrium geometry.

Structure (ORCA input):
```
! RIJCOSX wB97M-V def2-TZVPD def2/J DEFGRID3
* xyz 0 1
C 0.646 -1.306 -0.754
N -0.918 1.507 1.699
O 1.621 -1.863 -0.874
O -0.959 1.748 0.567
O -0.375 -0.829 -0.571
Br -0.194 3.786 -0.277
*
```

Properties
* maximum force: 4.164 eV/Å
* Kohn-Sham gap (alpha / beta): 0.3432 / 0.2797 hartree
* LUMO (alpha / beta): -1.2186 / -2.3062 eV

***

Record 13
Density functional theory data (ωB97M-V/def2-TZVPD) for CCl2FNO2 in the gas phase in a non-equilibrium geometry.

Structure (ORCA input):
```
! RIJCOSX wB97M-V def2-TZVPD def2/J DEFGRID3
* xyz 0 1
C 0.085 0.779 0.318
N -0.989 -0.152 0.271
O -2.047 0.333 0.578
O -0.795 -1.338 -0.065
F -0.032 1.469 -0.839
Cl 2.129 -1.381 -1.048
Cl 1.648 0.290 0.786
*
```

Properties
* maximum force: 3.877 eV/Å
* Kohn-Sham gap (alpha / beta): 0.2816 / 0.3280 hartree
* LUMO (alpha / beta): -3.1140 / -2.3604 eV

***

Record 14
Density functional theory data (ωB97M-V/def2-TZVPD) for CCl2FNO2 in the gas phase in a non-equilibrium geometry.

Structure (ORCA input):
```
! RIJCOSX wB97M-V def2-TZVPD def2/J DEFGRID3
* xyz 0 1
O -1.497 0.495 0.889
N -0.413 0.681 0.486
O 0.262 1.710 0.487
C 0.249 -0.429 -0.179
F 0.295 -1.447 0.707
Cl 1.839 -0.056 -0.779
Cl -0.735 -0.955 -1.612
*
```

Properties
* maximum force: 3.849 eV/Å
* Kohn-Sham gap: 0.3902 hartree
* SMILES: O=[N+]([O-])C(F)(Cl)Cl
* LUMO: -1.0017 eV

***

Record 15
Density functional theory data (ωB97M-V/def2-TZVPD) for a molecular structure, CCl2NO2 in a non-equilibrium geometry.

Structure (ORCA input):
```
! RIJCOSX wB97M-V def2-TZVPD def2/J DEFGRID3
* xyz -1 1
C -1.000 -0.109 0.102
N 0.802 -0.261 -0.481
O -1.135 -0.809 1.074
O -1.456 0.585 -0.766
Cl 1.600 -0.844 0.856
Cl 1.188 1.438 -0.785
*
```

Properties
* maximum force: 2.072 eV/Å
* Kohn-Sham gap: 0.2856 hartree
* LUMO: 3.8957 eV

***

Record 16
Density functional theory data (ωB97M-V/def2-TZVPD) for 2 unconnected molecules or ions with the total composition CCl2NO2 in a non-equilibrium geometry.

Structure (ORCA input):
```
! RIJCOSX wB97M-V def2-TZVPD def2/J DEFGRID3
* xyz -1 1
C -1.141 -0.031 0.079
N 0.889 0.034 -0.628
O -1.344 -1.168 0.299
O -1.463 1.095 0.071
Cl 1.609 -1.351 0.041
Cl 1.450 1.421 0.138
*
```

Properties
* maximum force: 2.197 eV/Å
* Kohn-Sham gap: 0.2656 hartree
* LUMO: 3.9944 eV

***

Record 17
Density functional theory data (ωB97M-V/def2-TZVPD) for a molecular structure, CCl2O2S in a non-equilibrium geometry.

Structure (ORCA input):
```
! RIJCOSX wB97M-V def2-TZVPD def2/J DEFGRID3
* xyz 0 1
C 0.215 0.119 0.018
O 2.201 -1.312 -0.181
O -1.398 0.260 0.782
S 0.837 -1.326 0.283
Cl 0.545 1.696 -0.414
Cl -2.400 0.563 -0.488
*
```

Properties
* maximum force: 5.672 eV/Å
* Kohn-Sham gap: 0.3418 hartree
* LUMO: -0.9168 eV

***

Record 18
Density functional theory data (ωB97M-V/def2-TZVPD) for 2 unconnected molecules or ions with the total composition CCl2OS in a non-equilibrium geometry.

Structure (ORCA input):
```
! RIJCOSX wB97M-V def2-TZVPD def2/J DEFGRID3
* xyz 0 1
C -1.519 0.215 0.807
O 2.219 -0.763 1.108
S 1.515 -0.033 0.058
Cl -1.679 -1.345 0.393
Cl -1.877 1.284 -0.427
*
```

Properties
* maximum force: 2.321 eV/Å
* Kohn-Sham gap (alpha / beta): 0.2773 / 0.2746 hartree
* LUMO (alpha / beta): -1.7710 / -1.5562 eV

***

Record 19
Density functional theory data (ωB97M-V/def2-TZVPD) for 2 unconnected molecules or ions with the total composition CCl6NP in a non-equilibrium geometry.

Structure (ORCA input):
```
! RIJCOSX wB97M-V def2-TZVPD def2/J DEFGRID3
* xyz 0 1
C 1.526 -0.087 0.249
N -0.546 -0.271 -1.287
P -1.536 -0.036 -0.188
Cl 0.743 -0.609 1.603
Cl 1.564 1.601 -0.035
Cl 2.700 -1.046 -0.476
Cl -3.518 0.265 -0.829
Cl -1.889 -1.649 1.090
Cl -1.325 1.556 1.134
*
```

Properties
* maximum force: 2.279 eV/Å
* Kohn-Sham gap (alpha / beta): 0.2474 / 0.2426 hartree
* LUMO (alpha / beta): -2.5787 / -2.6273 eV

***

Record 20
Density functional theory data (ωB97M-V/def2-TZVPD) for 2 unconnected molecules or ions with the total composition CClFOS in a non-equilibrium geometry.

Structure (ORCA input):
```
! RIJCOSX wB97M-V def2-TZVPD def2/J DEFGRID3
* xyz 0 1
C -0.239 0.884 0.009
O -0.205 -1.571 -0.067
F -0.597 2.126 -0.020
S -1.117 -0.464 0.037
Cl 2.157 -0.975 0.041
*
```

Properties
* maximum force: 2.740 eV/Å
* Kohn-Sham gap (alpha / beta): 0.2319 / 0.2323 hartree
* LUMO (alpha / beta): -3.6870 / -3.6844 eV